1.
Computed, not measured: a 2-piece molecular cluster, C3H8N2O overall at a distorted geometry, with the ωB97M-V functional and the def2-TZVPD basis.

```
14
Properties=species:S:1:pos:R:3
C -2.30 -1.16 2.75
N -2.78 -0.93 1.62
C -4.04 -0.24 1.47
H -1.38 -1.74 2.75
H -2.55 -0.80 3.76
H -3.95 0.52 0.71
H -4.43 0.20 2.39
H -4.78 -0.95 1.09
N 2.42 0.17 -2.60
C 3.16 0.66 -1.57
O 3.93 1.57 -1.71
H 2.03 -0.76 -2.58
H 2.68 0.53 -3.50
H 2.95 0.19 -0.59
```

Molar mass ... 88.1 g/mol
Highest occupied orbital energy ... -9.690 eV
DFT total energy ... -8267.5024 eV
SMILES string ... C=NC.NC=O
E_LUMO ... 0.91 eV
Relative energy (zero: lowest compared OMol25 entry of this formula, charge and spin) ... 42.1 kcal/mol



2.
Computed, not measured: C18H16F5IrN3O16P2 as an isolated structure, with the ωB97M-V functional and the def2-TZVPD basis.

```
61
Properties=species:S:1:pos:R:3
Ir -0.04 -0.67 -0.84
N 0.39 -1.77 -2.81
C 1.56 -2.67 -2.82
C 2.75 -1.99 -2.14
C 2.54 -2.04 -0.63
O 2.89 -3.05 -0.02
O 1.94 -1.02 -0.09
H -0.48 -2.26 -2.97
H 0.49 -1.01 -3.48
H 1.82 -2.95 -3.84
H 1.29 -3.57 -2.28
H 2.84 -0.96 -2.47
H 3.66 -2.54 -2.37
C 0.49 -2.59 2.97
C -0.78 -3.02 2.25
O -1.59 -3.84 3.08
P -1.75 -1.54 1.80
O -2.45 -1.01 3.13
O -3.01 -1.97 0.97
O -0.92 -0.43 1.20
P -0.48 -3.92 0.65
O 0.96 -4.56 0.74
O -1.54 -4.95 0.56
O -0.48 -2.81 -0.42
H 0.24 -2.22 3.96
H 1.02 -1.81 2.42
H 1.16 -3.45 3.07
H -2.01 -4.49 2.48
H -1.99 -0.23 3.47
H -2.78 -2.21 0.05
H 1.71 -3.96 0.51
O 0.53 2.96 -2.85
C 0.86 2.16 -2.00
O 0.71 0.87 -2.09
C 1.53 2.71 -0.75
C 2.24 3.89 -0.89
C 2.91 4.42 0.20
C 2.90 3.81 1.44
C 2.17 2.65 1.55
C 1.49 2.09 0.49
N 2.11 1.98 2.87
O 2.96 2.28 3.69
O 1.21 1.20 3.06
N 3.67 5.68 0.05
O 4.29 6.09 1.01
O 3.62 6.24 -1.03
H 2.26 4.40 -1.84
H 3.44 4.22 2.27
H 0.92 1.19 0.67
F -5.86 3.28 -0.50
C -4.91 2.36 -0.74
C -5.23 1.19 -1.42
F -6.48 0.99 -1.83
C -4.26 0.25 -1.67
F -4.60 -0.87 -2.32
C -2.92 0.40 -1.27
O -2.04 -0.54 -1.54
C -2.66 1.59 -0.58
F -1.40 1.84 -0.14
C -3.62 2.55 -0.32
F -3.29 3.66 0.34
```

Charge ... -1
Molar mass ... 879.5 g/mol
Highest occupied orbital energy (alpha / beta) ... -5.646 / -6.352 eV
2S+1 ... 5
DFT total energy ... -91161.2946 eV
<S²> ... 6.007
E_LUMO (alpha / beta) ... 1.09 / 0.64 eV
Relative energy (zero: lowest compared OMol25 entry of this formula, charge and spin) ... 0.0 kcal/mol



3.
Computed, not measured: a single C3H5N3 molecule at a distorted geometry, with the ωB97M-V functional and the def2-TZVPD basis.

```
11
Properties=species:S:1:pos:R:3
N -1.80 -0.06 0.01
C -0.44 0.10 -0.14
C 0.36 1.17 0.01
N 1.61 0.80 -0.04
N 1.60 -0.49 0.24
C 0.42 -1.02 -0.27
H -2.55 0.89 -0.07
H -2.25 -0.89 0.61
H -0.09 2.25 -0.07
H 2.67 -0.72 -0.35
H 0.47 -2.01 0.07
```

Molar mass ... 83.1 g/mol
Highest occupied orbital energy ... -8.161 eV
DFT total energy ... -7658.0438 eV
SMILES string ... Nc1cn[nH]c1
E_LUMO ... 0.90 eV
Relative energy (zero: lowest compared OMol25 entry of this formula, charge and spin) ... 101.7 kcal/mol



4.
Computed, not measured: C34H78F12N8NiO17S4 as an isolated structure at a distorted geometry, with the ωB97M-V functional and the def2-TZVPD basis.

```
154
Properties=species:S:1:pos:R:3
Ni -1.81 -1.93 0.09
C 2.02 -1.91 -1.36
F 3.24 -1.43 -1.24
F 1.81 -2.15 -2.63
F 1.85 -3.02 -0.66
S 0.78 -0.60 -0.77
O 1.51 0.62 -0.55
O -0.26 -0.59 -1.76
N -0.05 -1.27 0.64
S 0.95 -1.11 1.90
O 0.48 -1.91 3.02
O 2.35 -1.22 1.59
C 0.59 0.65 2.48
F 0.32 0.66 3.75
F 1.69 1.36 2.25
F -0.36 1.25 1.77
C -2.51 -1.82 -4.19
F -1.34 -1.25 -4.33
F -3.42 -0.88 -3.90
F -2.98 -2.43 -5.26
S -2.33 -3.15 -2.83
O -2.91 -4.40 -3.30
O -0.91 -3.21 -2.56
N -2.99 -2.44 -1.38
S -4.58 -2.73 -1.51
O -5.31 -1.91 -0.58
O -5.10 -2.77 -2.87
C -4.79 -4.47 -0.73
F -5.95 -4.45 -0.09
F -4.78 -5.50 -1.56
F -3.79 -4.67 0.14
C 6.34 0.93 0.74
C 5.70 0.23 1.94
C 6.57 0.38 3.19
O 6.48 1.68 3.76
C 5.84 1.74 5.00
N 4.37 0.76 2.27
H 5.63 0.80 -0.09
H 7.28 0.60 0.28
H 6.56 1.99 0.86
H 5.48 -0.81 1.69
H 7.62 0.19 2.95
H 6.29 -0.45 3.84
H 6.50 1.94 5.86
H 5.29 0.85 5.31
H 5.18 2.61 5.00
H 4.58 1.74 2.51
H 3.77 0.84 1.45
C 2.61 3.05 -4.48
C 3.30 2.76 -3.16
C 4.79 3.17 -3.09
O 5.44 2.82 -4.30
C 6.18 1.62 -4.27
N 2.53 3.47 -2.11
H 2.69 4.13 -4.65
H 1.53 2.92 -4.40
H 3.08 2.48 -5.28
H 3.36 1.66 -3.06
H 5.17 2.65 -2.20
H 4.85 4.25 -2.97
H 5.51 0.79 -4.51
H 6.72 1.47 -3.33
H 6.96 1.59 -5.03
H 1.56 3.20 -2.24
H 2.84 3.07 -1.22
C -1.52 4.01 5.82
C -2.47 3.97 4.61
C -1.93 4.79 3.45
O -1.85 6.16 3.78
C -2.12 7.04 2.72
N -2.61 2.58 4.16
H -2.06 3.86 6.75
H -0.98 4.96 5.92
H -0.79 3.20 5.84
H -3.46 4.32 4.92
H -2.59 4.59 2.60
H -0.91 4.44 3.26
H -1.48 6.96 1.83
H -1.93 8.04 3.11
H -3.16 6.94 2.39
H -1.80 2.21 3.67
H -2.62 1.98 4.99
C -6.54 5.68 4.78
O -6.99 4.46 4.26
C -6.00 3.46 4.39
C -6.61 2.08 4.14
N -5.66 0.99 4.36
C -5.47 0.64 5.78
C -4.31 -0.29 6.06
O -3.05 0.27 5.73
C -1.89 -0.49 6.04
H -7.30 6.44 4.59
H -5.75 6.11 4.14
H -6.09 5.64 5.77
H -5.59 3.51 5.40
H -5.19 3.58 3.67
H -6.94 2.01 3.10
H -7.53 1.90 4.70
H -4.73 1.24 4.02
H -6.34 -0.01 5.92
H -5.33 1.49 6.46
H -4.50 -1.11 5.34
H -4.37 -0.72 7.06
H -2.14 -1.54 5.89
H -1.46 -0.27 7.02
H -1.13 -0.24 5.31
C -3.10 0.79 -1.38
O -2.71 0.10 -0.21
C -3.57 0.50 0.88
C -3.24 -0.24 2.13
N -3.17 -1.68 1.86
C -2.61 -2.39 3.01
C -1.99 -3.75 2.59
O -1.49 -3.65 1.25
C -0.79 -4.81 0.87
H -4.06 0.45 -1.76
H -2.33 0.73 -2.14
H -3.18 1.87 -1.19
H -4.57 0.16 0.57
H -3.51 1.57 1.06
H -4.05 0.00 2.81
H -2.26 0.02 2.53
H -4.14 -1.98 1.94
H -3.32 -2.66 3.80
H -1.76 -1.90 3.47
H -2.83 -4.44 2.66
H -1.16 -3.97 3.26
H -0.31 -4.75 -0.11
H -1.37 -5.73 0.94
H 0.04 -4.97 1.58
C 1.12 -0.70 -5.97
O 2.36 -1.11 -6.51
C 3.13 -2.02 -5.75
C 3.79 -2.91 -6.78
N 2.86 -3.75 -7.49
C 3.42 -4.28 -8.72
C 4.65 -5.18 -8.61
O 5.13 -5.39 -9.93
C 5.88 -6.59 -10.06
H 0.52 -1.58 -5.71
H 0.58 -0.02 -6.63
H 1.34 -0.14 -5.06
H 2.50 -2.61 -5.08
H 3.89 -1.51 -5.15
H 4.53 -3.56 -6.29
H 4.53 -2.36 -7.39
H 2.03 -3.21 -7.67
H 3.65 -3.44 -9.39
H 2.62 -4.82 -9.24
H 4.30 -6.08 -8.10
H 5.44 -4.73 -8.01
H 5.31 -7.44 -10.45
H 6.47 -6.79 -9.16
H 6.59 -6.38 -10.87
```

Molar mass ... 1286.0 g/mol
Highest occupied orbital energy (alpha / beta) ... -8.578 / -8.578 eV
2S+1 ... 3
DFT total energy ... -200236.3125 eV
<S²> ... 2.004
E_LUMO (alpha / beta) ... 0.13 / -1.31 eV
Relative energy (zero: lowest compared OMol25 entry of this formula, charge and spin) ... 0.0 kcal/mol



5.
Computed, not measured: C2H7IN3 as an isolated structure at a distorted geometry, with the ωB97M-V functional and the def2-TZVPD basis.

```
13
Properties=species:S:1:pos:R:3
C -0.03 -1.46 -0.07
C 0.05 1.10 0.11
N -0.61 0.02 -0.17
N -0.52 2.28 -0.02
N 1.34 -1.44 0.07
I -2.67 -0.29 0.00
H -0.58 -1.68 0.85
H -0.44 -2.11 -0.93
H 1.14 1.02 0.23
H -1.50 2.50 -0.41
H 0.06 3.15 0.01
H 1.76 -1.15 0.92
H 2.01 -1.93 -0.59
```

Charge ... +1
Molar mass ... 200.0 g/mol
Highest occupied orbital energy ... -13.958 eV
DFT total energy ... -14750.8039 eV
E_LUMO ... -4.84 eV
Relative energy (zero: lowest compared OMol25 entry of this formula, charge and spin) ... 14.9 kcal/mol



- Look up the molar mass of the second one.
  879.5 g/mol